Model one:
{
  "formula": "C33H37ClO2ScSi2",
  "method": "the ωB97M-V functional and the def2-TZVPD basis",
  "elements": ["C", "C", "C", "H", "C", "C", "H", "H", "H", "H", "Sc", "Si", "C", "C", "H", "C", "H", "C", "H", "C", "H", "C", "H", "C", "C", "H", "C", "H", "C", "H", "C", "H", "C", "H", "H", "Si", "C", "C", "H", "C", "H", "C", "H", "C", "H", "C", "H", "C", "C", "H", "C", "H", "C", "H", "C", "H", "C", "H", "H", "Cl", "C", "O", "C", "C", "O", "C", "H", "H", "H", "H", "H", "H", "H", "H", "H", "H"],
  "coordinates": [[2.084, -0.541, 4.415], [2.303, -0.027, 3.091], [1.327, 0.982, 2.852], [3.136, -0.273, 2.427], [0.454, 1.059, 3.990], [0.939, 0.115, 4.964], [0.566, 0.000, 5.980], [2.757, -1.210, 4.954], [1.312, 1.633, 1.980], [-0.344, 1.785, 4.130], [0.117, -1.117, 3.081], [0.703, -1.547, -0.850], [2.023, -1.410, -2.114], [1.913, -1.987, -3.383], [0.999, -2.526, -3.649], [2.961, -1.809, -4.290], [2.885, -2.268, -5.279], [4.085, -1.053, -3.927], [4.880, -0.901, -4.657], [4.180, -0.469, -2.653], [5.022, 0.160, -2.363], [3.178, -0.718, -1.715], [3.254, -0.318, -0.695], [-0.100, 0.096, -0.518], [0.731, 1.213, -0.591], [1.691, 1.192, -1.117], [0.173, 2.484, -0.209], [0.782, 3.365, -0.421], [-0.764, 2.492, 0.904], [-0.777, 3.332, 1.597], [-1.585, 1.386, 1.000], [-2.205, 1.163, 1.859], [-1.501, 0.473, -0.139], [-2.316, -0.239, -0.326], [1.435, -1.628, 0.444], [-1.426, 1.977, -1.297], [-2.957, 3.022, -1.518], [-2.855, 4.004, -2.510], [-1.929, 4.111, -3.092], [-3.974, 4.782, -2.826], [-3.893, 5.524, -3.615], [-5.204, 4.588, -2.190], [-6.093, 5.150, -2.490], [-5.298, 3.601, -1.203], [-6.256, 3.439, -0.712], [-4.189, 2.803, -0.884], [-4.294, 1.963, -0.187], [-0.861, 1.543, -3.051], [0.300, 2.147, -3.527], [0.738, 2.994, -3.004], [0.963, 1.616, -4.648], [1.903, 2.055, -4.983], [0.423, 0.514, -5.305], [0.965, 0.057, -6.134], [-0.797, -0.039, -4.882], [-1.227, -0.890, -5.415], [-1.445, 0.484, -3.754], [-2.378, 0.040, -3.391], [0.043, -2.803, -0.981], [-1.737, -1.875, 1.771], [2.790, -3.268, 2.961], [1.384, -2.897, 2.734], [0.473, -4.074, 2.779], [-0.480, -3.992, 3.971], [-0.522, -2.609, 4.466], [-1.613, -2.268, 5.333], [2.983, -4.264, 2.514], [3.006, -3.302, 4.050], [3.413, -2.512, 2.466], [-0.091, -4.048, 1.842], [1.066, -4.998, 2.854], [-1.492, -4.308, 3.665], [-0.108, -4.626, 4.793], [-2.432, -2.983, 5.209], [-1.249, -2.284, 6.362], [-1.952, -1.263, 5.054]],
  "gap_ha": 0.2436,
  "lumo_energy_ev": -2.9,
  "total_charge": 1
}

Model two:
{
  "formula": "C33H37ClO2ScSi2",
  "method": "the ωB97M-V functional and the def2-TZVPD basis",
  "elements": ["C", "C", "C", "H", "C", "C", "H", "H", "H", "H", "Sc", "Si", "C", "C", "H", "C", "H", "C", "H", "C", "H", "C", "H", "C", "C", "H", "C", "H", "C", "H", "C", "H", "C", "H", "H", "Si", "C", "C", "H", "C", "H", "C", "H", "C", "H", "C", "H", "C", "C", "H", "C", "H", "C", "H", "C", "H", "C", "H", "H", "Cl", "C", "O", "C", "C", "O", "C", "H", "H", "H", "H", "H", "H", "H", "H", "H", "H"],
  "coordinates": [[-4.550, 1.975, -1.057], [-3.244, 2.513, -0.848], [-2.766, 2.994, -2.123], [-2.807, 2.727, 0.125], [-3.785, 2.698, -3.098], [-4.873, 2.085, -2.433], [-5.823, 1.795, -2.881], [-5.226, 1.651, -0.270], [-1.878, 3.608, -2.283], [-3.751, 2.960, -4.153], [-1.822, 0.728, -1.969], [0.965, -1.057, 3.872], [2.686, -0.590, 4.366], [3.718, -1.538, 4.286], [3.474, -2.578, 4.067], [5.049, -1.144, 4.437], [5.849, -1.877, 4.343], [5.365, 0.195, 4.688], [6.407, 0.516, 4.734], [4.333, 1.120, 4.879], [4.567, 2.159, 5.117], [2.999, 0.722, 4.755], [2.201, 1.443, 4.943], [0.367, 0.062, 2.506], [0.694, 1.426, 2.336], [1.266, 1.938, 3.102], [0.350, 2.138, 1.206], [0.612, 3.195, 1.124], [-0.343, 1.524, 0.120], [-0.852, 2.216, -0.582], [-0.846, 0.151, 0.360], [-1.861, -0.113, 0.016], [-0.423, -0.560, 1.560], [-0.710, -1.614, 1.658], [0.062, -0.973, 5.050], [0.341, 0.003, -1.226], [0.948, -0.499, -3.020], [1.826, 0.375, -3.671], [2.003, 1.362, -3.240], [2.431, 0.001, -4.870], [3.111, 0.683, -5.380], [2.155, -1.261, -5.421], [2.642, -1.561, -6.351], [1.246, -2.118, -4.791], [1.011, -3.085, -5.238], [0.633, -1.735, -3.592], [-0.106, -2.368, -3.100], [1.972, -0.493, -0.417], [2.874, 0.509, -0.058], [2.637, 1.556, -0.252], [4.087, 0.192, 0.571], [4.773, 0.995, 0.847], [4.400, -1.141, 0.833], [5.342, -1.388, 1.334], [3.517, -2.155, 0.459], [3.759, -3.203, 0.654], [2.306, -1.834, -0.177], [1.628, -2.631, -0.484], [0.974, -2.294, 3.362], [-1.318, 1.262, -4.220], [-3.348, 0.475, 2.265], [-3.751, 0.190, 0.924], [-3.960, -1.180, 0.607], [-4.370, -1.294, -0.840], [-3.333, -0.741, -1.703], [-3.570, -1.031, -3.090], [-2.757, -0.345, 2.709], [-4.250, 0.658, 2.872], [-2.730, 1.383, 2.233], [-3.042, -1.775, 0.789], [-4.793, -1.555, 1.224], [-4.497, -2.350, -1.112], [-5.308, -0.752, -1.027], [-3.579, -2.124, -3.223], [-4.539, -0.624, -3.406], [-2.770, -0.601, -3.726]],
  "gap_ha": [0.1872, 0.1871],
  "lumo_energy_ev": [-5.1, -5.2],
  "total_charge": 1
}

Energies relative to the most stable structure are model one 0.0; model two 505.7, reported in kJ/mol.

Model one:
{
  "formula": "C7H25NO6",
  "method": "the ωB97M-V functional and the def2-TZVPD basis",
  "elements": ["C", "C", "C", "C", "C", "C", "C", "N", "H", "H", "H", "H", "H", "H", "H", "H", "H", "H", "H", "H", "H", "O", "H", "H", "O", "H", "H", "O", "H", "H", "O", "H", "H", "O", "H", "H", "O", "H", "H"],
  "coordinates": [[0.369, 1.316, 3.973], [0.836, 1.210, 2.739], [1.922, 0.277, 2.368], [3.018, 0.029, 3.086], [1.933, -0.261, 0.935], [0.515, -0.249, 0.218], [-0.230, -1.560, 0.300], [-0.980, -1.725, 1.549], [0.680, 0.575, 4.688], [-0.378, 2.002, 4.347], [0.740, 1.932, 1.938], [3.928, -0.388, 2.686], [3.002, 0.354, 4.123], [2.116, -1.336, 0.923], [2.606, 0.227, 0.232], [0.707, 0.037, -0.819], [-0.050, 0.615, 0.567], [-0.943, -1.630, -0.517], [0.472, -2.394, 0.165], [-0.673, -1.276, 2.400], [-1.039, -2.708, 1.742], [1.144, -4.160, -3.450], [1.653, -3.381, -3.197], [1.050, -4.036, -4.399], [-2.010, 2.879, -1.048], [-2.243, 3.159, -0.166], [-2.707, 2.882, -1.697], [-1.795, 0.143, -1.630], [-1.960, 1.106, -1.589], [-2.191, -0.098, -0.783], [-4.141, 2.106, 1.069], [-4.667, 1.645, 1.728], [-3.233, 1.973, 1.354], [1.736, 1.129, -4.365], [1.036, 1.776, -4.299], [1.383, 0.245, -4.518], [-0.296, -0.680, -3.816], [-0.621, -0.178, -3.053], [-0.690, -1.555, -3.782]],
  "gap_ha": 0.3324,
  "lumo_energy_ev": 0.1
}

Model two:
{
  "formula": "C7H25NO6",
  "method": "the ωB97M-V functional and the def2-TZVPD basis",
  "elements": ["C", "C", "C", "C", "C", "N", "C", "C", "H", "H", "H", "H", "H", "H", "H", "H", "H", "H", "H", "H", "H", "O", "H", "H", "O", "H", "H", "O", "H", "H", "O", "H", "H", "O", "H", "H", "O", "H", "H"],
  "coordinates": [[0.214, -2.628, 0.116], [0.049, -1.315, 0.377], [-1.269, -0.615, 0.240], [-1.087, 0.629, -0.575], [-0.647, 1.743, 0.020], [-0.204, 2.910, -0.632], [-1.417, 0.537, -2.028], [-0.241, 0.028, -2.860], [1.177, -3.142, 0.247], [-0.590, -3.334, -0.230], [0.875, -0.697, 0.734], [-1.728, -0.338, 1.280], [-2.037, -1.239, -0.150], [-0.492, 1.760, 1.087], [-0.354, 3.004, -1.681], [-0.382, 3.751, -0.188], [-2.267, -0.140, -2.178], [-1.731, 1.526, -2.430], [0.110, -0.926, -2.552], [0.605, 0.720, -2.735], [-0.486, -0.040, -3.936], [-2.032, -2.957, -2.101], [-2.895, -2.695, -2.348], [-1.551, -2.122, -1.975], [2.513, 1.768, 0.504], [1.848, 2.326, 0.115], [2.654, 1.079, -0.152], [1.673, 0.639, 2.766], [2.385, 0.786, 3.430], [1.978, 1.076, 1.881], [-0.839, 1.444, 3.323], [0.085, 1.366, 3.169], [-1.135, 0.550, 3.642], [-0.177, -1.193, 3.481], [-0.409, -1.796, 2.851], [0.568, -0.676, 3.130], [2.529, -0.253, -1.278], [3.053, -0.992, -1.067], [1.654, -0.547, -1.297]],
  "gap_ha": 0.3237,
  "lumo_energy_ev": 0.5
}

Energies relative to the most stable structure are model one 134.0; model two 0.0, reported in kJ/mol.

Model one:
{
  "formula": "C15H18IrN4O7P2S",
  "method": "the ωB97M-V functional and the def2-TZVPD basis",
  "elements": ["Ir", "N", "C", "S", "N", "N", "C", "C", "C", "C", "C", "C", "C", "C", "C", "C", "C", "C", "N", "H", "H", "H", "H", "H", "H", "H", "H", "H", "H", "H", "C", "C", "O", "P", "O", "O", "O", "P", "O", "O", "O", "H", "H", "H", "H", "H", "H", "H"],
  "coordinates": [[1.089, -0.424, -0.872], [4.398, -0.241, 1.801], [3.218, -0.377, 1.175], [3.294, -0.402, -0.609], [2.126, -0.447, 1.878], [1.018, -0.640, 1.084], [-0.116, -0.994, 1.610], [-0.328, -1.180, 3.052], [-0.087, -0.127, 3.932], [-0.303, -0.305, 5.288], [-0.738, -1.533, 5.769], [-0.963, -2.588, 4.894], [-0.767, -2.413, 3.534], [-1.187, -1.289, 0.623], [-2.481, -1.640, 0.970], [-3.365, -1.998, -0.042], [-2.931, -2.009, -1.354], [-1.635, -1.605, -1.639], [-0.796, -1.239, -0.681], [5.256, -0.240, 1.280], [4.432, -0.295, 2.806], [0.270, 0.822, 3.556], [-0.125, 0.513, 5.971], [-0.898, -1.670, 6.830], [-1.291, -3.547, 5.269], [-0.939, -3.239, 2.856], [-2.782, -1.650, 2.006], [-4.380, -2.277, 0.205], [-3.584, -2.297, -2.164], [-1.245, -1.561, -2.645], [0.422, 3.494, -3.896], [0.744, 2.313, -2.988], [2.010, 2.445, -2.366], [0.865, 0.746, -3.921], [2.009, 0.956, -4.964], [-0.441, 0.576, -4.765], [1.131, -0.410, -2.989], [-0.608, 1.961, -1.768], [-1.058, 3.404, -1.312], [-1.692, 1.188, -2.435], [0.053, 1.279, -0.541], [1.219, 3.609, -4.629], [0.351, 4.401, -3.294], [-0.527, 3.362, -4.415], [2.017, 3.244, -1.822], [2.447, 0.167, -5.304], [-1.209, 0.704, -4.143], [-1.894, 3.452, -0.835]],
  "gap_ha": [0.2689, 0.2688],
  "lumo_energy_ev": [-4.1, -4.1],
  "total_charge": 1
}

Model two:
{
  "formula": "C15H18IrN4O7P2S",
  "method": "the ωB97M-V functional and the def2-TZVPD basis",
  "elements": ["Ir", "N", "C", "S", "N", "N", "C", "C", "C", "C", "C", "C", "C", "C", "C", "C", "C", "C", "N", "H", "H", "H", "H", "H", "H", "H", "H", "H", "H", "H", "C", "C", "O", "P", "O", "O", "O", "P", "O", "O", "O", "H", "H", "H", "H", "H", "H", "H"],
  "coordinates": [[0.145, 0.941, -0.146], [4.125, -0.443, -1.549], [2.886, -0.422, -1.059], [1.637, 0.293, -2.067], [2.581, -0.993, 0.064], [1.381, -0.810, 0.580], [0.702, -1.787, 1.125], [1.111, -3.188, 1.107], [0.160, -4.161, 0.778], [0.516, -5.493, 0.753], [1.809, -5.872, 1.079], [2.761, -4.913, 1.385], [2.425, -3.573, 1.382], [-0.597, -1.430, 1.688], [-1.146, -2.106, 2.777], [-2.375, -1.700, 3.269], [-3.028, -0.650, 2.639], [-2.417, -0.026, 1.561], [-1.226, -0.392, 1.106], [4.304, -0.039, -2.453], [4.874, -0.879, -1.041], [-0.841, -3.863, 0.506], [-0.212, -6.239, 0.478], [2.072, -6.916, 1.099], [3.766, -5.211, 1.632], [3.157, -2.821, 1.627], [-0.603, -2.916, 3.236], [-2.809, -2.183, 4.132], [-3.994, -0.309, 2.973], [-2.888, 0.812, 1.067], [-1.642, 4.033, -3.081], [-1.069, 3.256, -1.920], [-1.032, 1.866, -2.189], [-1.974, 3.417, -0.331], [-2.062, 4.940, 0.005], [-3.478, 2.972, -0.536], [-1.345, 2.549, 0.691], [0.606, 3.917, -1.358], [1.406, 3.960, -2.755], [0.397, 5.276, -0.807], [1.242, 2.863, -0.490], [-2.604, 3.611, -3.380], [-0.961, 3.976, -3.932], [-1.774, 5.080, -2.813], [-0.509, 1.727, -2.997], [-1.167, 5.355, -0.057], [-4.065, 3.649, -0.882], [1.754, 4.842, -2.896]],
  "gap_ha": [0.2375, 0.2375],
  "lumo_energy_ev": [-4.8, -4.8],
  "total_charge": 1
}

Energies relative to the most stable structure are model one 0.0; model two 284.3, reported in kJ/mol.